Entry from OMol25: C5H10N2 in the gas phase (the ωB97M-V functional and the def2-TZVPD basis).

Values from the calculation:
**HOMO energy (spin up / spin down)**: -7.01 / -7.01 eV
**Orbital gap (spin up / spin down)**: 7.673 / 7.674 eV
**LUMO energy (spin up / spin down)**: 0.66 / 0.66 eV
**Energy**: -8323.290 eV

Each line ends with the natural charge from an NBO analysis.
Atoms and positions in Å:
C  -1.080  0.628  -1.098  -0.445
C  0.295  -1.562  -0.694  -0.610
C  0.138  -0.074  -0.565  -0.143
N  1.949  0.310  1.012  -0.807
C  1.058  0.797  0.075  0.059
C  -1.241  0.503  0.389  0.165
N  -2.002  -0.215  1.141  -0.822
H  1.653  -0.539  1.478  0.405
H  2.673  0.944  1.312  0.402
H  -2.570  0.341  1.779  0.360
H  -0.952  1.633  -1.497  0.215
H  -1.761  -0.022  -1.639  0.234
H  1.356  1.736  -0.383  0.207
H  -0.495  1.382  0.832  0.124
H  0.821  -1.831  -1.613  0.220
H  -0.684  -2.041  -0.675  0.235
H  0.842  -1.990  0.147  0.202


Entry from OMol25: C5H10N2 in the gas phase (the ωB97M-V functional and the def2-TZVPD basis).

Values from the calculation:
**HOMO energy**: -8.79 eV
**Orbital gap**: 9.636 eV
**LUMO energy**: 0.85 eV
**Energy**: -8325.191 eV

Each line ends with the natural charge from an NBO analysis.
Atoms and positions in Å:
C  -1.373  0.124  -0.491  -0.217
C  -0.375  0.084  0.700  -0.500
C  1.090  0.110  0.379  0.130
C  1.991  0.855  1.007  -0.386
C  1.254  -1.760  -1.093  -0.032
N  1.547  -0.592  -0.740  -0.422
N  -2.345  1.210  -0.548  -0.816
H  -1.885  -0.818  -0.486  0.190
H  -0.755  0.203  -1.387  0.194
H  -0.712  0.594  1.612  0.231
H  -0.548  -0.887  1.205  0.211
H  1.875  1.332  1.971  0.198
H  2.989  0.969  0.596  0.208
H  0.374  -2.321  -0.750  0.139
H  1.873  -2.217  -1.860  0.172
H  -1.903  2.069  -0.236  0.351
H  -3.098  1.045  0.120  0.347


Entry from OMol25: C5H10N2 in the gas phase (the ωB97M-V functional and the def2-TZVPD basis).

Values from the calculation:
**HOMO energy**: -8.03 eV
**Orbital gap**: 8.840 eV
**LUMO energy**: 0.81 eV
**Energy**: -8320.257 eV

Each line ends with the natural charge from an NBO analysis.
Atoms and positions in Å:
C  1.443  0.202  0.402  0.010
C  -0.063  0.288  0.838  -0.281
C  -1.164  -0.714  0.555  -0.251
C  -1.061  0.905  -1.279  -0.234
C  0.351  0.324  -0.723  -0.283
H  3.375  -0.580  1.131  0.402
H  2.227  -1.862  0.390  0.379
H  1.629  1.184  1.079  0.214
H  -0.214  1.169  1.221  0.190
H  -2.076  -0.854  1.062  0.205
H  -0.718  -1.798  0.403  0.190
H  -2.675  0.538  -0.180  0.349
H  -1.054  1.960  -1.042  0.196
H  -1.101  0.654  -2.426  0.207
H  0.572  -0.634  -1.233  0.202
N  2.507  -0.698  0.339  -0.853
N  -1.979  -0.082  -0.536  -0.641


Entry from OMol25: C5H10N2 in the gas phase (the ωB97M-V functional and the def2-TZVPD basis).

Values from the calculation:
**HOMO energy**: -7.29 eV
**Orbital gap**: 8.276 eV
**LUMO energy**: 0.99 eV
**Energy**: -8325.144 eV

Each line ends with the natural charge from an NBO analysis.
Atoms and positions in Å:
C  0.142  -1.605  -1.215  -0.403
N  0.179  -0.902  0.053  -0.653
C  -0.895  -0.169  0.583  0.360
N  -2.199  -0.557  0.389  -0.822
C  -0.565  1.084  0.941  -0.405
C  0.964  1.301  0.967  -0.191
C  1.751  1.673  -0.058  -0.411
H  1.091  -0.922  0.497  0.408
H  -2.815  0.147  -0.003  0.391
H  -2.321  -1.447  -0.073  0.375
H  -1.243  1.695  1.530  0.210
H  1.334  1.407  1.983  0.188
H  1.100  -2.100  -1.391  0.210
H  -0.648  -2.360  -1.225  0.175
H  -0.043  -0.901  -2.031  0.179
H  2.720  2.116  0.145  0.197
H  1.448  1.540  -1.091  0.190


Entry from OMol25: C5H10N2 in the gas phase (the ωB97M-V functional and the def2-TZVPD basis).

Values from the calculation:
**HOMO energy**: -8.69 eV
**Orbital gap**: 9.708 eV
**LUMO energy**: 1.02 eV
**Energy**: -8324.093 eV

Each line ends with the natural charge from an NBO analysis.
Atoms and positions in Å:
C  -2.220  0.203  0.069  -0.634
C  -1.061  -0.410  -0.787  -0.089
N  -0.239  0.576  -1.485  -0.583
C  0.486  -0.535  -0.891  -0.083
C  1.511  -0.635  0.203  -0.106
C  1.991  0.534  0.964  -0.257
N  1.108  -0.451  1.586  -0.571
H  -3.158  0.023  -0.485  0.228
H  -2.159  1.301  0.128  0.209
H  -2.405  -0.170  1.081  0.219
H  -1.448  -1.221  -1.382  0.187
H  -0.220  1.415  -0.915  0.339
H  0.870  -1.090  -1.754  0.205
H  2.203  -1.468  0.051  0.205
H  3.000  0.551  1.367  0.202
H  1.598  1.504  0.667  0.185
H  0.143  -0.128  1.582  0.345


Entry from OMol25: C5H10N2 in the gas phase (the ωB97M-V functional and the def2-TZVPD basis).

Values from the calculation:
**HOMO energy**: -8.95 eV
**Orbital gap**: 9.703 eV
**LUMO energy**: 0.75 eV
**Energy**: -8324.760 eV

Each line ends with the natural charge from an NBO analysis.
Atoms and positions in Å:
C  -0.561  0.264  1.603  -0.475
C  -1.017  1.305  0.616  -0.610
N  -0.136  -1.366  -0.196  -0.668
C  0.384  -0.774  0.935  0.443
C  -0.068  -0.511  -1.568  -0.034
C  1.045  0.079  -1.986  -0.445
N  1.597  -0.758  1.290  -0.625
H  -1.104  -1.644  -0.067  0.371
H  2.185  -1.339  0.690  0.341
H  0.023  0.714  2.404  0.230
H  -1.414  -0.281  2.014  0.201
H  -0.692  -1.051  -2.270  0.201
H  -1.037  0.804  -0.479  0.216
H  -1.942  1.793  0.912  0.217
H  -0.245  2.051  0.435  0.210
H  1.313  0.078  -3.028  0.218
H  1.669  0.636  -1.306  0.208


Entry from OMol25: a molecular structure, C5H10N2 (the ωB97M-V functional and the def2-TZVPD basis).

Values from the calculation:
**HOMO energy**: -8.18 eV
**Orbital gap**: 8.963 eV
**LUMO energy**: 0.79 eV
**Energy**: -8323.745 eV

Each line ends with the natural charge from an NBO analysis.
Atoms and positions in Å:
C  1.658  -0.270  0.088  -0.411
C  -0.179  -1.523  -0.956  -0.411
N  0.294  -0.793  0.227  -0.520
H  -0.049  -1.397  1.358  0.445
H  1.749  0.422  -0.752  0.185
H  2.360  -1.091  -0.073  0.206
H  1.932  0.262  0.998  0.220
H  -0.159  -0.893  -1.846  0.189
H  0.466  -2.388  -1.126  0.204
H  -1.194  -1.876  -0.774  0.221
C  -1.258  1.331  0.550  -0.246
C  -0.740  2.136  -0.378  -0.366
C  -0.741  0.055  1.036  0.263
N  -0.981  -0.616  2.059  -0.597
H  -2.121  1.687  1.105  0.227
H  0.114  1.834  -0.967  0.183
H  -1.151  3.121  -0.552  0.208


Entry from OMol25: C5H10N2 in the gas phase (the ωB97M-V functional and the def2-TZVPD basis).

Values from the calculation:
**HOMO energy**: -7.97 eV
**Orbital gap**: 8.983 eV
**LUMO energy**: 1.01 eV
**Energy**: -8323.798 eV

Each line ends with the natural charge from an NBO analysis.
Atoms and positions in Å:
C  -0.107  0.986  -0.946  -0.432
C  0.625  0.068  -0.006  0.044
C  -0.777  0.780  0.382  -0.200
C  0.620  -1.416  -0.284  -0.658
C  -1.985  -0.081  0.589  -0.617
N  2.169  0.470  0.354  -0.197
N  3.194  -0.124  0.178  -0.208
H  0.319  1.966  -1.127  0.217
H  -0.545  0.552  -1.834  0.215
H  0.231  -1.644  -1.274  0.209
H  0.043  -1.971  0.453  0.211
H  1.652  -1.767  -0.249  0.253
H  -2.064  -0.850  -0.173  0.215
H  -2.874  0.546  0.552  0.220
H  -1.947  -0.563  1.566  0.218
H  2.140  1.440  0.746  0.297
H  -0.693  1.608  1.073  0.213


Entry from OMol25: C5H10N2O in the gas phase (the ωB97M-V functional and the def2-TZVPD basis).

Values from the calculation:
**HOMO energy**: -9.27 eV
**Orbital gap**: 10.059 eV
**LUMO energy**: 0.79 eV
**Energy**: -10373.518 eV

Each line ends with the natural charge from an NBO analysis.
Atoms and positions in Å:
C  0.151  -0.217  0.993  -0.109
C  -1.361  -0.747  1.040  -0.608
C  0.535  -0.224  -0.486  0.231
C  -0.045  0.874  -1.331  0.265
N  1.062  -1.035  1.783  -0.828
C  0.130  2.161  -0.988  -0.484
O  -0.674  0.500  -2.498  -0.670
N  1.086  -1.255  -1.057  -0.595
H  -0.525  1.191  -3.164  0.483
H  0.135  0.798  1.394  0.206
H  2.029  -0.782  1.587  0.367
H  0.947  -2.029  1.607  0.353
H  1.228  -2.000  -0.372  0.324
H  -1.693  -0.740  2.082  0.220
H  -1.412  -1.771  0.655  0.208
H  -2.081  -0.136  0.489  0.226
H  0.659  2.445  -0.085  0.209
H  -0.171  2.967  -1.647  0.201


Entry from OMol25: 2 unconnected molecules or ions with the total composition C5H10N2O (the ωB97M-V functional and the def2-TZVPD basis).

Values from the calculation:
**HOMO energy**: -9.29 eV
**Orbital gap**: 10.014 eV
**LUMO energy**: 0.73 eV
**Energy**: -10372.250 eV

Each line ends with the natural charge from an NBO analysis.
Atoms and positions in Å:
C  -0.813  0.644  1.154  -0.127
C  -1.422  -0.584  0.425  -0.175
C  -2.183  -0.502  -0.659  -0.441
O  -0.807  1.812  0.376  -0.722
H  -1.722  2.033  0.163  0.466
H  -1.340  0.792  2.108  0.170
H  0.229  0.412  1.403  0.230
H  -1.455  -1.458  1.060  0.203
H  -2.827  -1.310  -0.961  0.203
H  -2.152  0.349  -1.321  0.184
C  2.430  -0.584  0.031  0.262
C  0.930  0.083  -1.682  0.009
N  1.566  -0.764  -1.001  -0.426
N  2.080  -0.756  1.234  -0.696
H  2.826  -0.611  1.918  0.349
H  3.463  -0.405  -0.313  0.159
H  0.765  1.109  -1.359  0.180
H  0.430  -0.259  -2.577  0.172


Entry from OMol25: 2 unconnected molecules or ions with the total composition C5H10N2O (the ωB97M-V functional and the def2-TZVPD basis).

Values from the calculation:
**HOMO energy**: -8.22 eV
**Orbital gap**: 8.987 eV
**LUMO energy**: 0.77 eV
**Energy**: -10372.737 eV

Each line ends with the natural charge from an NBO analysis.
Atoms and positions in Å:
C  1.531  -0.615  -0.885  -0.645
C  -0.826  -1.095  1.900  0.143
C  0.854  -2.245  0.930  -0.110
C  0.712  -0.879  0.403  0.098
N  -0.196  -2.401  1.794  -0.548
N  -0.175  -0.168  1.155  -0.438
H  -0.437  -3.398  1.994  0.431
H  -1.636  -1.036  2.563  0.197
H  1.548  -3.044  0.733  0.213
H  0.919  -0.127  -1.791  0.221
H  1.936  -1.635  -1.206  0.219
H  2.449  0.031  -0.888  0.220
C  -0.239  3.154  -1.776  -0.255
O  -1.590  3.173  -2.288  -0.723
H  -1.955  2.343  -2.032  0.458
H  0.354  2.357  -2.372  0.158
H  0.145  4.149  -2.058  0.182
H  -0.197  3.041  -0.713  0.180


Entry from OMol25: C5H10N2O in the gas phase (the ωB97M-V functional and the def2-TZVPD basis).

Values from the calculation:
**HOMO energy (spin up / spin down)**: -5.61 / -5.62 eV
**Orbital gap (spin up / spin down)**: 5.943 / 5.946 eV
**LUMO energy (spin up / spin down)**: 0.33 / 0.33 eV
**Energy**: -10368.412 eV

Each line ends with the natural charge from an NBO analysis.
Atoms and positions in Å:
C  0.065  0.487  1.946  -0.657
C  0.033  -0.597  0.866  0.384
N  2.111  0.435  0.043  -0.568
C  -0.654  -1.845  1.086  -0.839
O  1.346  -0.800  0.285  -0.439
H  2.760  0.505  0.827  0.340
H  2.672  0.173  -0.763  0.346
H  0.495  1.423  1.586  0.213
H  -0.944  0.657  2.309  0.233
H  0.658  0.093  2.773  0.228
H  -1.216  -2.354  0.319  0.194
H  -0.147  -2.542  1.744  0.188
C  -1.264  0.901  -2.621  -0.724
C  -1.041  0.489  -1.250  0.509
N  -0.935  -0.062  -0.225  -0.217
H  -2.329  0.895  -2.873  0.268
H  -0.876  1.912  -2.753  0.267
H  -0.733  0.229  -3.302  0.272


Entry from OMol25: a molecular structure, C5H10N2O (the ωB97M-V functional and the def2-TZVPD basis).

Values from the calculation:
**HOMO energy (spin up / spin down)**: -6.35 / -6.37 eV
**Orbital gap (spin up / spin down)**: 7.187 / 7.285 eV
**LUMO energy (spin up / spin down)**: 0.84 / 0.91 eV
**Energy**: -10371.361 eV

Each line ends with the natural charge from an NBO analysis.
Atoms and positions in Å:
C  -1.500  0.742  0.121  -0.481
C  0.794  -0.343  -0.113  0.383
C  -0.584  -0.235  -0.580  0.159
N  1.310  -1.663  -0.059  -0.850
N  -1.086  -1.063  -1.530  -0.769
C  -0.440  1.609  0.709  -0.288
C  0.451  0.821  1.449  -0.438
O  1.829  0.430  -0.695  -0.729
H  1.443  1.292  -0.899  0.481
H  0.977  -2.186  0.738  0.373
H  2.317  -1.695  -0.131  0.386
H  -0.443  -1.648  -2.042  0.397
H  -2.020  -1.439  -1.426  0.376
H  -2.151  0.242  0.864  0.170
H  -2.155  1.249  -0.593  0.223
H  -0.186  2.565  0.273  0.204
H  0.032  0.104  2.156  0.188
H  1.413  1.219  1.758  0.216